No. 1
A 2-piece molecular cluster, C3H8O3 overall in a non-equilibrium geometry. Source: the OMol25 dataset; level of theory: wB97M-V/def2-TZVPD.

The geometry in XYZ format:
```
14
Properties=species:S:1:pos:R:3:lowdin_charge:R:1
C -0.77165 -1.96319 0.27654 -0.18
C -0.96321 -0.69448 1.12236 -0.19
O 0.32629 -0.08517 1.16932 -0.09
C 1.03787 -0.59457 0.05382 -0.21
O 0.18437 -1.49540 -0.66409 -0.11
H -0.22855 -2.64529 0.95862 0.12
H -1.72704 -2.45101 0.00320 0.14
H -1.33403 -0.86691 2.15106 0.13
H -1.72877 -0.10402 0.58319 0.12
H 1.34949 0.17256 -0.68093 0.13
H 1.94772 -1.12845 0.38938 0.13
O 0.37317 4.25459 -1.80663 -0.09
H 1.35541 4.31058 -1.78827 0.05
H 0.17891 3.29075 -1.76756 0.04
```

The SMILES is C1COCO1.O. The calculation puts the gap between HOMO and LUMO at 10.701 eV. As for the multiplicity: 1. The calculation puts the maximum force at 2.9 eV/A. For the energy above the lowest of the compared OMol25 structures with the same formula, charge and spin, the calculation gives 2.019 eV. For the lowest unoccupied orbital energy, the calculation gives 0.64 eV. The HOMO energy is -0.3697 Eh.

No. 2
A 2-piece molecular cluster, C3H8O3 overall in a non-equilibrium geometry. Source: the OMol25 dataset; level of theory: wB97M-V/def2-TZVPD.

The geometry in XYZ format:
```
14
Properties=species:S:1:pos:R:3:lowdin_charge:R:1
O -2.49339 -0.50551 -0.25722 0.04
C -1.81711 -1.01291 0.66511 -0.27
O -2.30058 -1.71493 1.79094 0.03
H -0.87395 -0.63047 0.79806 0.06
H -1.64905 -2.37242 2.10607 0.11
C 0.13784 1.15587 -0.87029 -0.10
C 1.55650 0.61567 -0.66575 -0.24
O 1.53644 -0.41566 0.44300 -0.12
H -0.30837 1.30177 0.11656 0.07
H 0.19166 2.11669 -1.37443 0.07
H -0.46172 0.48722 -1.52447 0.08
H 2.05771 1.45800 -0.23552 0.09
H 1.98246 0.18123 -1.60415 0.12
H 2.44157 -0.66453 0.61209 0.06
```

The SMILES is O=CO.CCO. The calculation puts the gap between HOMO and LUMO at 11.170 eV. As for the multiplicity: 1. The calculation puts the maximum force at 5.1 eV/A. For the energy above the lowest of the compared OMol25 structures with the same formula, charge and spin, the calculation gives 1.872 eV. For the lowest unoccupied orbital energy, the calculation gives 0.58 eV. The HOMO energy is -0.3890 Eh.

No. 3
C3H8O3RbS as an isolated structure in a non-equilibrium geometry. Source: the OMol25 dataset; level of theory: wB97M-V/def2-TZVPD.

The geometry in XYZ format:
```
16
Properties=species:S:1:pos:R:3:lowdin_charge:R:1
Rb -9.44210 12.15074 13.19114 1.00
O -14.54775 12.55202 14.12770 -0.24
S -13.49032 13.48100 13.86850 0.64
O -12.13652 13.00042 13.61335 -0.46
O -13.88567 14.46822 12.64278 -0.24
C -14.18858 13.87415 11.39065 -0.26
C -13.03320 13.23856 10.62572 -0.07
C -13.45532 14.72542 15.18056 -0.08
H -14.56954 14.66383 10.73852 0.13
H -15.04639 13.19772 11.46010 0.13
H -12.50877 12.43502 11.13742 0.06
H -12.29564 13.98363 10.31510 0.08
H -13.43717 12.85529 9.68658 0.09
H -14.50365 14.99128 15.30939 0.08
H -12.85152 15.57148 14.87794 0.08
H -13.13357 14.20076 16.07576 0.08
```

The calculation puts the gap between HOMO and LUMO at 10.395 eV. As for the multiplicity: 1. The calculation puts the maximum force at 1.9 eV/A. For the energy above the lowest of the compared OMol25 structures with the same formula, charge and spin, the calculation gives 0.196 eV. Its charge is +1. For the lowest unoccupied orbital energy, the calculation gives -3.82 eV. The HOMO energy is -0.5225 Eh.

No. 4
A 2-piece molecular cluster, C3H8O3S overall in a non-equilibrium geometry. Source: the OMol25 dataset; level of theory: wB97M-V/def2-TZVPD.

The geometry in XYZ format:
```
15
Properties=species:S:1:pos:R:3:lowdin_charge:R:1
O 2.49614 0.28694 -1.75192 0.12
C 1.55988 -0.04632 -1.08272 -0.51
O 1.20021 -1.39711 -1.02364 0.07
C 0.66016 0.84312 -0.27000 -0.19
C -0.61029 1.30286 -1.05628 -0.50
S -1.76432 2.15469 0.16070 0.69
H 1.63272 -1.59100 -1.87696 0.12
H 0.11015 0.14363 0.38101 0.11
H 1.10505 1.67473 0.24904 0.11
H -1.08038 0.36821 -1.29630 0.05
H -0.21592 1.71812 -1.97988 0.08
H -1.03142 2.16730 1.27352 -0.16
O -1.05357 -4.17277 3.57008 -0.06
H -0.87410 -4.41811 4.47838 0.03
H -1.89594 -4.58364 3.35453 0.03
```

The SMILES is O=C(O)CCS.O. The calculation puts the gap between HOMO and LUMO at 10.284 eV. As for the multiplicity: 1. The calculation puts the maximum force at 2.5 eV/A. For the energy above the lowest of the compared OMol25 structures with the same formula, charge and spin, the calculation gives 1.126 eV. For the lowest unoccupied orbital energy, the calculation gives 0.76 eV. The HOMO energy is -0.3502 Eh.